8 unconnected molecules or ions with the total composition C49H75ClF9N10O3S. Source: the OMol25 dataset; level of theory: the ωB97M-V functional and the def2-TZVPD basis.

## Properties
E_HOMO in eV: -12.43
DFT total energy in eV: -120878.129
Charge: +1
E_LUMO in eV: -2.673

Structure (XYZ):
```
148
Properties=species:S:1:pos:R:3:forces:R:3:lowdin_charge:R:1
C -1.117390 4.760475 1.796036 -0.33 -0.48 0.67 -0.073
C -1.981783 3.808294 2.617708 0.16 0.76 -0.21 -0.268
C -2.417608 2.574474 1.858494 0.07 0.16 1.29 -0.592
Cl -2.691987 1.234572 3.019652 -0.14 -0.42 -0.15 0.714
C -1.480579 2.226680 0.770437 -4.53 0.86 1.82 -0.167
C -0.284717 1.877568 1.061736 2.61 -0.42 3.36 -0.281
N 0.175987 1.837050 2.357972 0.81 0.53 0.28 0.230
C 0.519238 0.747236 2.777508 -1.22 2.50 -0.67 -0.294
O 0.732103 -0.261917 3.201890 1.28 -3.72 1.75 0.295
N 0.540128 1.578919 0.127453 3.87 -1.12 0.82 0.268
C 0.255834 1.624569 -1.124224 4.11 -1.28 -1.85 -0.171
C 1.248197 1.322673 -2.162490 1.49 -0.59 0.47 -0.063
C 2.646590 0.908683 -1.678442 -0.15 0.00 -0.75 -0.143
C 3.072798 -0.492738 -2.085550 -0.09 0.56 0.33 -0.185
C 2.938192 -1.497113 -0.959184 -0.30 0.22 -0.14 -0.067
C 2.447844 -2.826761 -1.423324 0.05 1.22 -0.63 -0.530
F 2.938039 -3.001911 -2.659426 0.41 -0.44 -1.45 0.137
F 2.921446 -3.826686 -0.722411 0.24 -1.40 1.40 0.169
C 0.929307 -2.895187 -1.607732 0.37 -1.13 1.74 -0.520
F 0.632313 -3.778622 -2.498562 -0.32 -2.30 -1.36 0.188
F 0.493065 -1.776649 -2.072296 -0.71 2.79 -0.52 0.156
S -0.072542 -3.339618 -0.057506 -1.05 0.81 -0.50 0.676
F -0.737562 -1.905854 -0.015189 -0.14 1.34 -0.05 -0.148
F 1.011924 -2.820247 0.924820 1.43 0.27 0.61 -0.107
F 0.483639 -4.767151 -0.048436 1.19 -1.40 -0.10 -0.081
F -1.249881 -3.795211 -0.960371 -0.99 -0.38 -1.18 -0.114
F -0.942549 -3.703356 1.166630 -0.77 -0.42 1.43 -0.098
C -0.939172 1.948099 -1.448808 -4.02 0.88 -4.11 -0.139
C -1.318664 2.037831 -2.875748 0.62 -0.25 -0.89 -0.077
C -1.341711 0.737200 -3.631384 0.16 0.68 -0.19 -0.222
N -1.631248 -0.391538 -3.197146 -0.45 -1.09 0.59 0.142
C -1.830815 2.260042 -0.516644 -3.10 0.98 0.43 -0.080
C -3.194971 2.670120 -0.866367 -0.53 -0.07 -1.05 -0.086
C -4.033346 1.504838 -1.426994 0.49 0.83 0.68 -0.131
C -5.107215 1.043322 -0.475449 0.89 -0.81 -0.59 -0.079
C -6.048335 0.170062 -1.216820 -0.37 -0.13 0.58 -0.546
O -6.230592 0.231788 -2.382412 -0.36 0.25 -1.73 0.152
O -6.706440 -0.723114 -0.447269 -0.26 0.39 0.95 0.111
H -1.223252 5.753847 2.176240 -0.02 0.67 0.23 0.073
H -0.088575 4.472855 1.905010 0.66 -0.04 -0.33 0.069
H -1.430290 4.772031 0.771995 -0.02 0.14 -0.69 0.070
H -1.499649 3.566267 3.539116 0.47 -0.35 0.52 0.091
H -2.870804 4.330997 2.879184 -0.77 0.34 0.32 0.067
H -3.385257 2.777316 1.479956 -0.61 -0.06 -0.23 0.062
H 1.468954 1.305942 0.419742 0.22 0.08 -0.17 0.175
H 1.339362 2.173419 -2.821290 -0.12 0.36 -0.06 0.095
H 0.854300 0.524561 -2.761524 -0.27 -0.40 -0.33 0.103
H 3.341646 1.547854 -2.176430 0.52 0.76 -0.06 0.086
H 2.822610 1.057610 -0.626292 0.23 0.14 0.47 0.101
H 4.116476 -0.419448 -2.321364 0.09 -0.27 -0.47 0.058
H 2.515331 -0.744552 -2.964822 -0.17 -0.41 -0.48 0.114
H 3.902745 -1.676945 -0.531333 0.57 0.03 0.49 0.120
H 2.282348 -1.092074 -0.212466 -0.30 -0.02 0.67 0.108
H -0.582660 2.652588 -3.361120 0.31 0.53 -0.39 0.112
H -2.254428 2.528633 -3.033892 -0.53 0.25 -0.10 0.112
H -1.048686 0.798624 -4.660842 0.06 0.15 -0.73 0.114
H -1.879124 -0.328621 -2.207204 0.07 -0.32 0.09 0.046
H -3.087538 3.386793 -1.652714 -0.10 0.73 -0.39 0.124
H -3.687721 3.184846 -0.073371 -0.34 0.29 0.22 0.091
H -4.405354 1.779578 -2.390108 -0.56 0.08 -0.51 0.121
H -3.368512 0.679499 -1.577512 0.21 -0.61 -0.30 0.095
H -4.639439 0.394786 0.239709 0.12 -0.10 0.98 0.126
H -5.622252 1.839172 0.023418 -0.44 0.41 0.30 0.138
H -7.632753 -0.638890 -0.697570 -0.22 -0.66 -0.25 0.127
C -2.182022 -6.973850 -0.674347 0.01 -0.07 -0.05 -0.109
C -3.046420 -7.408977 -1.851640 0.18 0.09 0.18 -0.252
C -4.546531 -7.272033 -1.563694 0.17 -0.03 -0.33 -0.192
C -4.980464 -8.133749 -0.466470 -0.06 0.09 0.07 -0.241
N -5.304566 -8.802432 0.408177 0.02 -0.02 0.03 0.144
H -2.365594 -7.596414 0.200346 -0.04 -0.03 0.06 0.074
H -1.125119 -7.060737 -0.925271 0.02 0.03 0.01 0.073
H -2.381945 -5.936700 -0.404940 -0.03 0.00 0.03 0.057
H -2.808699 -8.439619 -2.116637 -0.09 -0.04 -0.02 0.113
H -2.805553 -6.795862 -2.720844 -0.09 0.01 -0.05 0.108
H -5.116702 -7.529904 -2.456646 -0.09 -0.04 0.04 0.118
H -4.788352 -6.235762 -1.321974 -0.03 -0.01 0.10 0.119
C 8.380366 1.590560 -3.393320 -0.04 -0.10 0.03 -0.103
C 8.945313 0.519997 -2.463548 -0.46 0.35 -0.36 -0.284
C 8.004620 -0.679886 -2.298718 0.42 -0.01 -0.01 -0.167
C 6.742380 -0.307315 -1.670510 -0.05 -0.05 -0.03 -0.171
N 5.746131 -0.000735 -1.187442 0.46 0.16 0.26 0.180
H 7.450067 2.008560 -3.001666 -0.01 -0.01 0.00 0.061
H 9.089866 2.409632 -3.501198 0.01 0.02 -0.01 0.073
H 8.179436 1.184851 -4.387474 -0.01 0.02 -0.01 0.075
H 9.161813 0.956109 -1.495256 0.05 -0.07 0.11 0.083
H 9.887550 0.163009 -2.864768 0.06 -0.13 0.04 0.083
H 8.487723 -1.440152 -1.683424 -0.09 -0.02 0.07 0.124
H 7.802270 -1.139267 -3.268140 -0.14 0.01 0.00 0.125
C -4.662340 -5.460970 4.099434 0.11 0.11 -0.04 -0.100
C -3.191194 -5.312305 4.472500 -0.35 -0.19 -0.07 -0.252
C -2.983014 -4.385521 5.669594 0.28 -0.20 -0.01 -0.190
C -3.424568 -3.021444 5.391940 -0.13 -0.04 0.10 -0.236
N -3.809647 -1.965969 5.159088 0.06 0.13 -0.08 0.147
H -5.097685 -4.504230 3.804302 0.01 0.01 0.05 0.070
H -4.774821 -6.144406 3.264252 -0.04 -0.13 -0.12 0.073
H -5.240013 -5.855937 4.934246 0.01 0.00 0.06 0.059
H -2.633104 -4.944586 3.615928 0.14 0.11 -0.10 0.100
H -2.781632 -6.293089 4.718908 0.05 0.03 0.06 0.112
H -1.927970 -4.362822 5.945328 0.01 0.09 0.04 0.117
H -3.527483 -4.769541 6.533168 -0.07 0.10 0.04 0.122
C -5.266630 7.612802 4.510092 0.02 0.02 -0.08 -0.104
C -5.464259 8.409974 3.225084 0.08 -0.10 0.29 -0.255
C -5.963351 7.548433 2.058384 -0.04 0.40 0.05 -0.180
C -4.999885 6.518360 1.683056 -0.11 -0.09 0.00 -0.190
N -4.241258 5.703067 1.405744 0.01 -0.08 -0.12 0.185
H -4.510174 6.836357 4.384930 -0.01 -0.03 -0.01 0.066
H -4.937506 8.266423 5.315866 -0.01 0.00 0.03 0.075
H -6.196450 7.135094 4.821868 0.00 -0.02 0.02 0.079
H -4.528498 8.898587 2.951152 0.00 0.01 -0.10 0.112
H -6.193528 9.199864 3.403228 -0.05 0.02 -0.10 0.110
H -6.152230 8.179826 1.189530 0.03 -0.07 -0.09 0.121
H -6.911286 7.075905 2.318430 0.03 -0.13 0.00 0.125
C 14.158863 2.106721 -3.164536 -0.01 -0.04 0.06 -0.109
C 14.713693 1.037723 -2.229492 -0.04 0.24 -0.17 -0.258
C 13.774645 -0.164088 -2.072918 0.37 0.02 0.06 -0.185
C 12.502088 0.207210 -1.459320 -0.05 -0.07 -0.06 -0.204
N 11.500285 0.511167 -0.988075 0.27 0.00 0.18 0.167
H 13.224462 2.521620 -2.783630 -0.02 -0.02 0.00 0.069
H 14.866688 2.927495 -3.266428 0.01 0.02 -0.03 0.074
H 13.970923 1.697944 -4.158887 -0.01 0.01 -0.02 0.076
H 14.918062 1.477763 -1.253078 -0.02 -0.07 0.06 0.113
H 15.665786 0.679772 -2.621238 0.01 -0.11 0.04 0.109
H 14.250671 -0.923653 -1.452026 -0.09 -0.04 0.05 0.120
H 13.586467 -0.622213 -3.045066 -0.11 0.02 -0.01 0.121
C 4.134968 6.353607 -5.049666 -0.02 -0.05 0.06 -0.102
C 4.679480 5.241416 -4.160008 -0.03 0.28 -0.16 -0.254
C 3.724015 4.046772 -4.046233 0.36 0.03 0.05 -0.183
C 2.458298 4.412238 -3.411770 0.16 0.00 -0.21 -0.232
N 1.465940 4.720751 -2.925644 -0.21 -0.09 0.16 0.167
H 3.208445 6.766536 -4.648946 -0.02 -0.01 0.00 0.073
H 4.854053 7.167241 -5.122334 0.01 0.02 -0.02 0.076
H 3.936907 5.987196 -6.058050 -0.01 0.01 -0.02 0.079
H 4.894394 5.639550 -3.167824 -0.02 -0.08 0.06 0.114
H 5.624665 4.885302 -4.570060 0.00 -0.12 0.04 0.109
H 4.195817 3.258532 -3.457136 -0.08 -0.04 0.05 0.102
H 3.524683 3.629909 -5.034674 -0.12 0.03 -0.01 0.127
C -8.494941 -4.401157 4.778016 0.03 0.01 0.05 -0.104
C -8.162803 -5.504819 5.775388 -0.02 0.26 -0.14 -0.265
C -9.344014 -6.441111 6.047042 0.33 -0.06 0.07 -0.191
C -10.468798 -5.743209 6.665586 -0.10 -0.06 -0.09 -0.239
N -11.351373 -5.182810 7.138594 0.02 0.04 0.03 0.146
H -9.290690 -3.755339 5.151140 -0.03 -0.03 0.00 0.073
H -7.620334 -3.776172 4.596032 0.00 0.01 -0.02 0.063
H -8.814763 -4.822354 3.823338 -0.02 0.01 -0.02 0.078
H -7.819453 -5.056921 6.709938 -0.04 -0.07 0.05 0.115
H -7.338742 -6.098591 5.384122 -0.01 -0.14 0.03 0.082
H -9.027668 -7.247673 6.709172 -0.09 -0.02 0.06 0.117
H -9.672842 -6.907062 5.117334 -0.11 0.04 -0.01 0.121
```
Positions in Å, forces in eV/Å.